1.
This record from the Open Molecules 2025 dataset describes a cluster of 2 separate species, C4H12 in total. The level of theory is ωB97M-V with the def2-TZVPD basis set.

Output
Net charge   -1
Orbital gap (alpha / beta)   2.8 / 12.3 eV
⟨S²⟩   0.7503
2S+1   2

Element x y z (Å)
C 0.47724 -2.33591 -1.41878
C -0.14868 -0.99939 -1.97549
H 0.42099 -3.20398 -2.07897
H 1.56341 -2.49879 -1.27283
H 0.11247 -2.54529 -0.41546
H -0.39029 -1.10032 -2.91499
H 0.55566 -0.28204 -1.92894
H -1.18597 -0.81407 -1.54899
C -0.77663 2.19139 1.48715
C 0.50421 1.31300 1.85858
H -0.50606 3.11676 1.10435
H -1.51928 1.56842 0.77807
H -1.32279 2.20016 2.37936
H 0.98252 1.13049 0.88559
H 0.11748 0.42494 2.37328
H 1.11572 1.83462 2.68807

Mulliken population analysis, charges in e, atoms 1 to 5: atom 1 (C): -1.7917, atom 2 (C): -2.2351, atom 3 (H): 0.4186, atom 4 (H): 0.6412, atom 5 (H): 0.5062

***

2.
This record from the Open Molecules 2025 dataset describes a cluster of 2 separate species, C4H12 in total. The level of theory is ωB97M-V with the def2-TZVPD basis set.

Output
Net charge   -1
Orbital gap (alpha / beta)   2.9 / 11.3 eV
⟨S²⟩   0.7504
2S+1   2

Element x y z (Å)
C 1.91608 -2.01769 0.10363
C 0.50137 -1.99820 0.57571
H 2.38402 -1.05807 0.58558
H 2.48309 -2.89072 0.44349
H 2.14803 -1.81990 -0.97343
H 0.32162 -1.61126 1.78229
H 0.11234 -3.12605 0.62416
H -0.03195 -1.28750 -0.12068
C -0.58479 2.06434 0.00081
C -1.80925 1.83733 -0.73531
H -0.64917 3.05450 0.57623
H -0.37953 1.21791 0.53668
H 0.27727 2.13660 -0.82235
H -2.27447 2.81385 -1.14249
H -1.86312 1.16702 -1.54007
H -2.55155 1.51781 0.10578

Mulliken population analysis, charges in e, atoms 1 to 5: atom 1 (C): -1.8249, atom 2 (C): -1.0234, atom 3 (H): 0.4070, atom 4 (H): 0.3554, atom 5 (H): 0.7822

***

3.
This record from the Open Molecules 2025 dataset describes a cluster of 2 separate species, C4H12 in total. The level of theory is ωB97M-V with the def2-TZVPD basis set.

Output
Net charge   -1
Orbital gap (alpha / beta)   2.8 / 12.0 eV
⟨S²⟩   0.7502
2S+1   2

Element x y z (Å)
C -1.00432 0.99793 0.32254
C -2.31762 1.67290 0.73241
H -0.75433 0.17951 0.99451
H -1.01523 0.74920 -0.74966
H -0.10675 1.62836 0.26170
H -2.94220 1.78995 -0.16399
H -2.98277 1.04695 1.33127
H -2.12524 2.60983 1.25188
C 1.41618 -1.93323 -0.09681
C 1.87842 -0.73337 -0.87488
H 1.74492 -2.92650 -0.41858
H 1.66856 -1.93698 0.96789
H 0.32425 -1.99239 -0.10161
H 1.09650 -0.21182 -1.42666
H 2.59138 -0.90089 -1.70201
H 2.52828 -0.03944 -0.32800

Mulliken population analysis, charges in e, atoms 1 to 5: atom 1 (C): -2.1875, atom 2 (C): -1.0600, atom 3 (H): 0.1607, atom 4 (H): 0.5284, atom 5 (H): 0.2642

***

4.
This record from the Open Molecules 2025 dataset describes a cluster of 2 separate species, C4H12 in total. The level of theory is ωB97M-V with the def2-TZVPD basis set.

Output
Orbital gap   12.2 eV

Element x y z (Å)
C -0.81003 -0.34624 1.31865
C -1.18422 1.01831 1.90605
H 0.17555 -0.28510 0.86984
H -0.83403 -1.32039 2.08094
H -1.61746 -0.67399 0.66097
H -2.39886 1.16963 1.91936
H -0.83931 1.78341 1.23318
H -0.77610 1.18418 2.85252
C 1.43633 0.33029 -1.47667
C 0.60954 -0.89504 -1.66909
H 1.29581 1.01915 -2.37849
H 1.44355 0.84838 -0.54607
H 2.58160 0.13002 -1.58766
H 0.71933 -1.87844 -1.06190
H 0.64181 -1.45769 -2.68321
H -0.44349 -0.62649 -1.43841

Mulliken population analysis, charges in e, atoms 1 to 5: atom 1 (C): -0.5469, atom 2 (C): -0.8856, atom 3 (H): 0.0937, atom 4 (H): 0.2701, atom 5 (H): 0.2301

***

5.
This record from the Open Molecules 2025 dataset describes a cluster of 2 separate species, C4H12 in total. The level of theory is ωB97M-V with the def2-TZVPD basis set.

Output
Orbital gap   12.9 eV

Element x y z (Å)
C -0.95371 1.43951 0.03045
C -1.32294 2.80318 0.56505
H -1.65787 1.06853 -0.71704
H -0.00660 1.46370 -0.51307
H -0.92942 0.65132 0.78148
H -1.13467 3.59446 -0.16773
H -2.36414 2.83531 0.88193
H -0.73350 3.07676 1.44318
C 0.89614 -2.08836 0.42678
C 1.36631 -2.16895 -1.01563
H 0.77614 -3.07933 0.85619
H 1.62040 -1.55875 1.03682
H -0.06172 -1.59818 0.56506
H 1.52340 -1.17519 -1.43446
H 0.64256 -2.64819 -1.67226
H 2.28866 -2.73467 -1.07450

Mulliken population analysis, charges in e, atoms 1 to 5: atom 1 (C): -0.6837, atom 2 (C): -0.9582, atom 3 (H): 0.3092, atom 4 (H): 0.2663, atom 5 (H): 0.1996

***

6.
This record from the Open Molecules 2025 dataset describes a cluster of 2 separate species, C4H12 in total. The level of theory is ωB97M-V with the def2-TZVPD basis set.

Output
Orbital gap   12.9 eV

Element x y z (Å)
C 0.19409 -0.76887 1.98611
C -0.24740 0.66410 2.32343
H 0.31845 -1.38915 2.88050
H -0.59045 -1.25029 1.40090
H 1.11378 -0.75542 1.40965
H -1.32161 0.72640 2.46039
H 0.05398 1.33152 1.51589
H 0.19363 1.03193 3.25273
C 0.44893 0.58495 -2.51653
C -0.36418 -0.47845 -1.79252
H 0.20020 0.79335 -3.56534
H 0.45923 1.53946 -1.99666
H 1.50944 0.32630 -2.53808
H 0.28283 -1.21620 -1.32954
H -0.98810 -0.02292 -1.02023
H -1.03975 -0.98087 -2.47796

Mulliken population analysis, charges in e, atoms 1 to 5: atom 1 (C): -0.7580, atom 2 (C): -0.8340, atom 3 (H): 0.3440, atom 4 (H): 0.2103, atom 5 (H): 0.2274

***

7.
This record from the Open Molecules 2025 dataset describes a cluster of 2 separate species, C4H12 in total. The level of theory is ωB97M-V with the def2-TZVPD basis set.

Output
Orbital gap   12.8 eV

Element x y z (Å)
C 1.47198 0.50042 -1.85923
C 1.85994 -0.39903 -0.68261
H 0.39190 0.50691 -1.99444
H 1.83633 1.50604 -1.69861
H 1.83649 0.07773 -2.79791
H 2.90815 -0.67883 -0.67011
H 1.27378 -1.31931 -0.59989
H 1.63069 0.14327 0.23011
C -1.87328 -0.64439 1.69271
C -1.44994 0.53802 0.80793
H -2.69899 -0.32023 2.33602
H -2.23594 -1.49115 1.11915
H -1.04678 -0.92287 2.34493
H -2.03814 0.63172 -0.10357
H -0.40525 0.38717 0.53561
H -1.46094 1.48452 1.33991

Mulliken population analysis, charges in e, atoms 1 to 5: atom 1 (C): -0.7648, atom 2 (C): -0.8764, atom 3 (H): 0.2488, atom 4 (H): 0.2553, atom 5 (H): 0.3169

***

8.
This record from the Open Molecules 2025 dataset describes a cluster of 2 separate species, C4H12 in total. The level of theory is ωB97M-V with the def2-TZVPD basis set.

Output
Orbital gap   12.7 eV

Element x y z (Å)
C -0.29112 -0.61825 1.81834
C -1.68542 -1.14043 2.21361
H 0.35476 -1.49441 1.71787
H -0.31774 -0.16874 0.83466
H 0.17965 0.06403 2.52081
H -2.13380 -1.58676 1.36235
H -2.34696 -0.34190 2.54587
H -1.55399 -1.87975 2.99994
C 1.54609 1.26756 -2.39110
C 0.42581 0.53877 -1.65927
H 2.22867 1.75914 -1.70418
H 2.06368 0.57560 -3.04297
H 1.11162 2.11566 -2.92095
H -0.22042 1.16237 -1.04220
H 0.83396 -0.17810 -0.94863
H -0.19480 -0.07479 -2.30416

Mulliken population analysis, charges in e, atoms 1 to 5: atom 1 (C): -0.3830, atom 2 (C): -0.9071, atom 3 (H): 0.2727, atom 4 (H): -0.1397, atom 5 (H): 0.3242

***

9.
This record from the Open Molecules 2025 dataset describes a cluster of 2 separate species, C4H12 in total. The level of theory is ωB97M-V with the def2-TZVPD basis set.

Output
Orbital gap   12.6 eV

Element x y z (Å)
C -0.60698 1.58734 0.06598
C -1.15821 2.36148 -1.22124
H -0.20547 2.29024 0.81563
H -1.35420 1.01649 0.59748
H 0.19553 0.85945 -0.10203
H -1.70360 3.23569 -1.11846
H -1.66408 1.74469 -1.99005
H -0.27446 2.62242 -1.73018
C 1.03209 -1.93850 -0.16600
C 0.67228 -2.03438 1.33397
H 0.24420 -1.54876 -0.75418
H 1.84780 -1.25208 -0.38674
H 1.48079 -2.87395 -0.50052
H 0.67104 -1.03286 1.80092
H 1.21894 -2.74685 1.91355
H -0.39566 -2.29044 1.44188

Mulliken population analysis, charges in e, atoms 1 to 5: atom 1 (C): -0.5934, atom 2 (C): -1.0162, atom 3 (H): 0.3225, atom 4 (H): 0.2898, atom 5 (H): 0.0457

***

10.
This record from the Open Molecules 2025 dataset describes a cluster of 2 separate species, C4H12 in total. The level of theory is ωB97M-V with the def2-TZVPD basis set.

Output
Orbital gap   11.9 eV

Element x y z (Å)
C -1.60423 -2.02376 1.20863
C -0.40764 -1.18950 0.87587
H -1.38965 -2.86925 1.97338
H -2.46445 -1.33902 1.75392
H -1.95962 -2.52518 0.32611
H 0.27618 -1.69293 0.33752
H 0.26861 -0.94701 1.74230
H -0.64630 -0.18546 0.52826
C 0.92639 2.32476 -0.76163
C 1.12733 0.89466 -1.35432
H 1.09088 2.19422 0.39063
H 1.42045 3.08138 -1.28848
H -0.12170 2.73112 -0.64291
H 1.98168 0.87834 -2.00960
H 0.40481 0.77488 -2.13312
H 0.88802 -0.13809 -0.78929

Mulliken population analysis, charges in e, atoms 1 to 5: atom 1 (C): -0.8677, atom 2 (C): -0.8676, atom 3 (H): 0.2463, atom 4 (H): 0.2263, atom 5 (H): 0.2750

***

Summary of molar mass in g mol⁻¹
60.1; 60.1; 60.1; 60.1; 60.1; 60.1; 60.1; 60.1; 60.1; 60.1
(order as listed above)
Summary of relative energy (zero: lowest compared OMol25 entry of this formula, charge and spin) in kcal per mole
38.4; 39.7; 15.7; 33.2; 1.5; 4.7; 3.6; 4.8; 14.2; 42.2
(order as listed above)
Summary of E in hartree
-159.468926; -159.466894; -159.505198; -159.532008; -159.582653; -159.577422; -159.579249; -159.577384; -159.562269; -159.517656
(order as listed above)